Entry from the OMol25 dataset: a molecular structure, C3H9NO2S (ωB97M-V/def2-TZVPD).

Element x y z (Å)
1 S 1.0836 -0.6101 1.5817
2 O -1.5204 -0.4138 0.3579
3 O 1.3707 1.8526 0.3685
4 N -2.0094 0.7854 0.7865
5 C 0.4966 1.1085 -0.4341
6 C 0.2893 -0.3223 0.0254
7 C 0.4426 -1.4039 -0.9980
8 H 0.0614 -2.3495 -0.6201
9 H -0.4693 1.6301 -0.3490
10 H 0.8784 -1.9275 1.5875
11 H -0.1202 -1.1469 -1.8928
12 H -2.8248 1.0246 0.2249
13 H -2.2461 0.7181 1.7758
14 H 2.2551 1.4637 0.3316
15 H 0.8168 1.1098 -1.4885
16 H 1.4956 -1.5187 -1.2573

The HOMO energy is -8.48 eV. As for the calculated total energy: -19674.2659 eV. The lowest unoccupied orbital energy is 0.71 eV. For the HOMO-LUMO gap, the calculation gives 0.3377 hartree. The total charge is 0.

***

Entry from the OMol25 dataset: a molecular structure, C52H47Br2F4N4O4P2Rb (ωB97M-V/def2-TZVPD).

Element x y z (Å)
1 Rb -0.5767 0.5946 -0.0945
2 Br 2.0848 -0.7022 1.4528
3 Br -3.7086 1.7488 0.9959
4 P 2.3346 2.0385 -0.2347
5 P -2.2100 -2.0061 1.2619
6 F 6.6034 0.2336 3.6907
7 F 5.4324 3.1804 0.3146
8 F 4.3472 -1.1620 3.3289
9 F 7.1064 2.4043 2.1735
10 O -0.3104 3.1878 0.7138
11 O -4.5274 -2.9184 -2.5746
12 O -1.8927 4.8761 4.7010
13 O 0.4426 2.8727 -1.3682
14 N -2.4015 2.4972 -2.4996
15 N -1.4815 1.3865 2.5462
16 N -2.7433 -2.0074 -1.5584
17 N 1.8953 -1.5597 -1.7924
18 C -3.0266 -0.6820 5.0754
19 C -0.9916 -2.1060 3.8385
20 C -1.8345 3.8629 -2.4998
21 C 2.6675 0.6824 -4.1564
22 C -2.6720 3.4002 3.0633
23 C 2.5538 4.5098 0.9960
24 C 2.1806 1.1753 -2.9505
25 C -3.1274 -1.0273 3.7361
26 C -2.1223 -1.7634 3.0978
27 C -2.4712 2.2305 2.3671
28 C -5.6006 -4.3075 2.0515
29 C -1.1394 -4.6255 1.7457
30 C 3.6466 0.3565 1.6410
31 C -2.6346 -1.5708 -2.9486
32 C 4.5571 -0.0770 2.5846
33 C 4.3975 1.2221 -2.0714
34 C -0.3543 3.3809 -0.5152
35 C -1.0789 -1.2021 -4.8738
36 C 2.7326 3.8352 -0.2117
37 C 1.0255 -4.2221 0.0559
38 C 4.0254 0.4518 -4.3274
39 C -5.5106 -4.0219 -0.3134
40 C 4.8890 0.7204 -3.2740
41 C 3.0346 1.4634 -1.8754
42 C -4.3646 -3.2347 -0.1877
43 C 3.8476 1.4883 0.8518
44 C -1.7217 3.7204 4.0178
45 C 0.0638 -3.2290 0.2156
46 C 5.7212 0.6286 2.7833
47 C 4.0906 -2.6813 -2.6727
48 C 2.7954 5.8764 1.0881
49 C -0.7676 -3.2348 -3.4104
50 C 5.9684 1.7414 2.0138
51 C -0.8817 -1.7518 5.1830
52 C -0.6506 2.8634 4.2321
53 C -1.9003 -1.0475 5.8068
54 C -1.2210 -1.7792 -3.4680
55 C -3.7652 -2.3321 -3.6626
56 C 5.0503 2.1407 1.0652
57 C 3.3543 5.9250 -1.2478
58 C -4.4587 -3.5301 2.1879
59 C -1.0232 -3.4127 1.0625
60 C 2.8465 -2.0692 -2.1900
61 C -0.1860 -5.6200 1.5869
62 C 3.1985 6.5870 -0.0352
63 C -3.8043 -2.9724 1.0895
64 C -1.4450 4.2702 -1.0957
65 C 0.9022 -5.4189 0.7394
66 C -3.8045 -2.6811 -1.4412
67 C -0.5766 1.7130 3.4754
68 C -6.1300 -4.5601 0.7983
69 C 3.1189 4.5582 -1.3360
70 H 0.1694 -2.3030 -0.3378
71 H 2.6561 6.3894 2.0333
72 H 1.9765 0.4824 -4.9697
73 H 4.8709 -2.5816 -1.9193
74 H 0.1096 3.0915 4.9706
75 H -6.0713 -4.7224 2.9348
76 H -1.6659 -1.7803 -5.5996
77 H -0.2864 -6.5530 2.1291
78 H -2.5926 2.2137 -3.4511
79 H -3.8214 -0.1141 5.5483
80 H -1.8176 -0.7788 6.8548
81 H -3.2868 2.4946 -2.0095
82 H -1.4166 -0.1592 -4.9124
83 H 0.2999 -3.3026 -3.6404
84 H -4.0628 -3.3692 3.1789
85 H -2.8331 -0.4921 -2.9758
86 H -2.5212 4.6021 -2.9167
87 H -1.9734 -4.7932 2.4174
88 H 3.3832 7.6538 0.0313
89 H -1.0541 5.2922 -1.1010
90 H -2.3035 4.2507 -0.4197
91 H 0.0055 -2.0347 5.7418
92 H -5.9080 -4.2047 -1.3034
93 H -0.5912 -1.1865 -2.7951
94 H 3.9302 -3.7389 -2.8808
95 H -3.9963 -0.7085 3.1687
96 H -4.4270 -1.6867 -4.2328
97 H -3.5042 4.0594 2.8648
98 H 0.2509 1.0208 3.6016
99 H -3.4072 -3.1345 -4.3067
100 H -0.1839 -2.6579 3.3702
101 H 3.6628 6.4768 -2.1292
102 H -0.9257 -3.6608 -2.4159
103 H -7.0192 -5.1702 0.6864
104 H -0.0334 -1.2288 -5.1964
105 H 1.6480 -6.1965 0.6182
106 H 5.9566 0.5603 -3.3887
107 H 4.4154 -2.1792 -3.5820
108 H -0.9394 3.8499 -3.1171
109 H 1.1211 1.3494 -2.8509
110 H 3.2384 4.0493 -2.2865
111 H 5.1094 1.4373 -1.2876
112 H 2.2114 3.9578 1.8661
113 H -1.3059 -3.8514 -4.1401
114 H 1.8690 -4.0501 -0.6028
115 H -1.1419 5.0215 5.2817
116 H 4.4084 0.0782 -5.2715

The HOMO energy is -7.35 eV. As for the calculated total energy: -239026.5683 eV. The lowest unoccupied orbital energy is 0.17 eV. For the HOMO-LUMO gap, the calculation gives 0.2765 hartree. The total charge is 0.

***

Entry from the OMol25 dataset: a molecular structure, C22H12AlF18O6 (ωB97M-V/def2-TZVPD).

Element x y z (Å)
1 Al -3.9409 0.9234 0.1394
2 F 2.5650 1.1477 -4.5945
3 F -3.2839 3.9528 0.1115
4 F 1.6934 1.1395 -7.2223
5 F 1.9467 -1.7396 -4.0821
6 F 0.2802 1.4267 -4.9921
7 F 2.7392 -0.7377 -6.6118
8 F -1.6229 -0.0045 -1.9749
9 F -1.8707 -2.8456 -0.1958
10 F -4.0438 -1.7170 1.2429
11 F 0.9624 1.1417 -2.2502
12 F 1.2238 -1.1475 -0.1256
13 F -0.6986 0.5909 -0.0171
14 F 0.4347 -0.6861 -6.9446
15 F 0.3950 -2.4295 -1.7835
16 F -0.2563 -1.1400 -4.2191
17 F -4.2067 -1.6318 -1.0404
18 F 2.5705 -0.4172 -2.0502
19 F -1.5069 -1.2981 1.4165
20 O 5.1772 -4.8085 1.4826
21 O -5.6760 1.5085 0.4355
22 O -3.3303 1.9905 1.5468
23 O -0.9224 4.0720 3.8891
24 O 6.4460 -2.4531 -3.0937
25 O -3.1647 1.1874 7.7318
26 C 5.4668 -4.2680 0.4324
27 C 1.3485 0.5026 -4.9260
28 C 1.1904 -0.2282 -2.3575
29 C -2.6508 1.8489 6.8476
30 C 1.0166 -0.6831 -3.8760
31 C -3.5002 -1.0718 0.0712
32 C -1.5022 3.9030 6.1613
33 C 6.1546 -2.9926 -2.0434
34 C -2.0204 2.0785 4.4886
35 C 7.0761 -3.9472 -1.3901
36 C -1.9361 -1.4626 0.0642
37 C -1.4365 3.4084 4.7681
38 C -2.5854 1.3548 5.4566
39 C -5.4202 2.9426 0.4672
40 C 4.8659 -2.7204 -1.3713
41 C -2.0669 3.1789 7.1272
42 C -3.9667 3.2239 1.1842
43 C 6.7559 -4.5403 -0.2400
44 C 1.5439 -0.0249 -6.4262
45 C -1.0045 -0.5420 -0.8241
46 C 4.5455 -3.3136 -0.2208
47 C 0.3930 -1.1254 -1.2848
48 H -2.1239 3.5262 8.1516
49 H -3.0183 0.3800 5.2701
50 H -4.0928 3.9823 2.0298
51 H -3.4994 1.6622 -1.2192
52 H -5.3368 3.3164 -0.6192
53 H 7.4178 -5.2421 0.2519
54 H 8.0157 -4.1348 -1.8949
55 H -6.3154 3.5002 0.8901
56 H -1.0693 4.8780 6.3482
57 H 4.2041 -2.0191 -1.8627
58 H 3.6057 -3.1259 0.2840
59 H -1.9646 1.7301 3.4637

The HOMO energy is -5.94 eV. As for the calculated total energy: -90804.5090 eV. The lowest unoccupied orbital energy is -0.14 eV. For the HOMO-LUMO gap, the calculation gives 0.2130 hartree. The total charge is -1.